No. 1
The following is a DFT calculation (ωB97M-V/def2-TZVPD) of one molecule with the formula C5H10N2O.

Geometry as XYZ:
```
18
C5H10N2O | the Open Molecules 2025 dataset | ωB97M-V/def2-TZVPD
C 0.404 1.871 -0.758
C 1.409 0.774 -0.601
C 1.360 -0.255 0.265
O 2.468 -1.034 0.518
C 0.191 -0.707 0.980
C -1.049 -0.792 0.438
N -1.367 -0.614 -0.907
N -2.139 -1.190 1.204
H -0.412 1.757 -0.051
H 0.883 2.836 -0.581
H 0.002 1.906 -1.773
H 2.329 0.924 -1.160
H 3.239 -0.641 0.091
H 0.348 -1.032 1.998
H -2.071 -1.259 -1.240
H -0.551 -0.604 -1.501
H -2.012 -1.088 2.199
H -3.032 -0.852 0.879
```

Values from the calculation:
Largest force on an atom ... 0.73 eV/Å
Multiplicity ... 1
SMILES string ... C/C=C(/O)C=C(N)N
Energy above the lowest of the compared OMol25 structures with the same formula, charge and spin ... 23.4 kcal/mol
Total energy ... -381.2481 hartree
LUMO ... 0.97 eV
Frontier orbital gap ... 8.37 eV


No. 2
The following is a DFT calculation (ωB97M-V/def2-TZVPD) of a 2-piece molecular cluster, C5H10N2O overall.

Geometry as XYZ:
```
18
C5H10N2O | the Open Molecules 2025 dataset | ωB97M-V/def2-TZVPD
C 2.781 -0.250 0.131
C 1.378 -0.091 0.276
O 0.767 -1.336 0.251
N 0.529 0.814 0.518
N 0.642 2.196 0.457
H 3.369 -0.105 1.013
H 3.362 0.413 -0.572
H 2.976 -1.232 -0.223
H -0.147 -1.259 0.147
H 1.296 2.730 0.983
H -0.273 2.601 0.696
C -2.185 -0.179 1.282
C -2.474 -0.666 0.219
C -3.145 -1.294 -0.981
H -1.970 0.419 2.148
H -3.895 -1.896 -0.682
H -2.348 -1.937 -1.474
H -3.484 -0.527 -1.568
```

Values from the calculation:
Largest force on an atom ... 5.68 eV/Å
Multiplicity ... 1
SMILES string ... C/C(O)=N\N.C#CC
Energy above the lowest of the compared OMol25 structures with the same formula, charge and spin ... 105.9 kcal/mol
Total energy ... -381.1166 hartree
LUMO ... 0.99 eV
Frontier orbital gap ... 9.14 eV


No. 3
The following is a DFT calculation (ωB97M-V/def2-TZVPD) of one molecule with the formula C5H10N2O.

Geometry as XYZ:
```
18
C5H10N2O | the Open Molecules 2025 dataset | ωB97M-V/def2-TZVPD
C 0.758 1.183 -0.536
C 0.150 0.016 0.282
C 0.229 0.483 1.714
C 1.162 -1.169 0.109
C -1.564 -0.682 -1.280
N -0.168 1.976 -0.811
N -1.178 -0.131 -0.016
O -1.342 1.877 -0.644
H 1.790 1.513 -0.507
H 1.298 0.749 1.977
H -0.032 -0.312 2.442
H -0.410 1.259 1.791
H 0.645 -1.942 0.725
H 2.155 -0.922 0.448
H 1.442 -1.549 -0.905
H -0.633 -0.768 -1.871
H -2.030 -1.603 -1.112
H -2.272 0.023 -1.805
```

Values from the calculation:
Largest force on an atom ... 5.23 eV/Å
Multiplicity ... 3
Energy above the lowest of the compared OMol25 structures with the same formula, charge and spin ... 19.8 kcal/mol
Total energy ... -381.0297 hartree
LUMO (alpha / beta) ... 0.94 / -1.52 eV
Frontier orbital gap (alpha / beta) ... 8.82 / 7.40 eV


No. 4
The following is a DFT calculation (ωB97M-V/def2-TZVPD) of C5H10N2O2 as an isolated structure.

Geometry as XYZ:
```
19
C5H10N2O2 | the Open Molecules 2025 dataset | ωB97M-V/def2-TZVPD
C -0.062 1.766 1.070
C 0.251 1.226 -0.296
C -1.036 0.108 -0.846
C -2.280 0.118 -0.375
O 0.776 1.817 -1.221
H -0.891 0.026 -1.922
H 0.760 2.406 1.398
H -0.996 2.317 1.043
H -0.178 0.935 1.768
H -2.484 0.233 0.683
H -3.144 0.285 -1.008
C 0.607 -1.295 0.313
N 1.558 -0.197 0.009
N 0.980 -2.470 -0.351
O 0.125 -1.332 1.436
H 1.220 -2.411 -1.329
H 2.412 -0.183 0.556
H 1.827 -0.052 -0.962
H 0.553 -3.297 0.038
```

Values from the calculation:
Largest force on an atom ... 4.77 eV/Å
Multiplicity ... 1
Energy above the lowest of the compared OMol25 structures with the same formula, charge and spin ... 93.2 kcal/mol
Total energy ... -456.4057 hartree
LUMO ... 0.23 eV
Frontier orbital gap ... 9.12 eV


No. 5
The following is a DFT calculation (ωB97M-V/def2-TZVPD) of one molecule with the formula C5H10N2O2.

Geometry as XYZ:
```
19
C5H10N2O2 | the Open Molecules 2025 dataset | ωB97M-V/def2-TZVPD
N -3.135 0.252 0.072
N -2.229 -0.723 0.080
C -1.027 -0.483 -0.248
C -0.426 0.915 -0.393
C 0.862 1.184 0.375
O 2.179 0.777 -0.158
C 2.117 -0.630 -0.335
C 0.994 -1.354 0.412
O -0.153 -1.551 -0.256
H -4.171 -0.077 -0.004
H -2.992 0.966 -0.764
H -1.158 1.634 0.045
H -0.131 1.095 -1.384
H 0.963 2.279 0.699
H 0.711 0.849 1.430
H 2.213 -0.806 -1.431
H 3.066 -1.045 -0.005
H 0.816 -0.913 1.360
H 1.499 -2.370 0.505
```

Values from the calculation:
Largest force on an atom ... 5.05 eV/Å
Multiplicity ... 1
SMILES string ... N/N=C1\CCOCCO1
Energy above the lowest of the compared OMol25 structures with the same formula, charge and spin ... 105.9 kcal/mol
Total energy ... -456.3854 hartree
LUMO ... 0.93 eV
Frontier orbital gap ... 9.49 eV


No. 6
The following is a DFT calculation (ωB97M-V/def2-TZVPD) of C5H10N2O2PS as an isolated structure.

Geometry as XYZ:
```
21
C5H10N2O2PS | the Open Molecules 2025 dataset | ωB97M-V/def2-TZVPD
C 0.159 1.257 1.350
C -1.147 1.377 1.721
C -1.037 0.201 -0.107
C -3.314 0.568 0.818
C 1.748 -2.431 -1.677
N 0.202 0.528 0.207
N -1.884 0.707 0.791
O 2.515 1.240 -1.430
O 1.827 -1.013 -1.801
P 2.308 -0.090 -0.650
S 3.387 -0.646 0.838
H 1.046 1.629 1.821
H -1.591 1.878 2.557
H -1.321 -0.368 -0.969
H -3.621 0.021 1.711
H -3.787 1.550 0.837
H -3.651 0.028 -0.064
H 0.708 -2.740 -1.781
H 2.145 -2.776 -0.718
H 2.332 -2.864 -2.493
H 2.976 1.945 -0.961
```

Values from the calculation:
Largest force on an atom ... 2.47 eV/Å
Multiplicity ... 1
Charge ... +1
Energy above the lowest of the compared OMol25 structures with the same formula, charge and spin ... 0.0 kcal/mol
Total energy ... -1195.8723 hartree
LUMO ... -3.81 eV
Frontier orbital gap ... 9.43 eV


No. 7
The following is a DFT calculation (ωB97M-V/def2-TZVPD) of one molecule with the formula C5H10N2O5S.

Geometry as XYZ:
```
23
C5H10N2O5S | the Open Molecules 2025 dataset | ωB97M-V/def2-TZVPD
C 0.811 0.881 0.204
C 1.124 -1.581 0.813
C 0.619 -0.169 1.286
C -1.095 -1.838 0.179
C 1.315 3.143 -0.176
N -0.756 -0.314 1.601
N 0.203 -2.002 -0.204
O -1.210 -0.935 -2.296
O 0.534 0.720 -0.967
O -3.240 -1.937 -1.349
O -2.491 0.280 -0.605
O 1.227 2.031 0.709
S -2.175 -1.054 -1.021
H 2.147 -1.561 0.438
H 1.047 -2.249 1.672
H 1.179 0.113 2.183
H -1.551 -2.535 0.859
H 2.177 3.028 -0.836
H 1.433 4.020 0.454
H 0.409 3.225 -0.777
H -1.360 0.374 1.163
H -0.732 -0.094 -2.234
H 0.384 -1.548 -1.098
```

Values from the calculation:
Largest force on an atom ... 3.08 eV/Å
Multiplicity ... 1
Energy above the lowest of the compared OMol25 structures with the same formula, charge and spin ... 22.7 kcal/mol
Total energy ... -1080.3538 hartree
LUMO (alpha / beta) ... 0.49 / 0.49 eV
Frontier orbital gap (alpha / beta) ... 9.60 / 9.60 eV


No. 8
The following is a DFT calculation (ωB97M-V/def2-TZVPD) of an isolated ion of composition C5H10N2P and charge +1.

Geometry as XYZ:
```
18
C5H10N2P | the Open Molecules 2025 dataset | ωB97M-V/def2-TZVPD
C 0.355 0.290 1.184
C 1.409 -0.920 -0.868
C -0.786 -0.894 -1.730
C 0.216 -0.875 0.292
C 0.484 -0.900 -2.125
N -1.112 -0.811 -0.288
N -0.701 0.943 1.287
P -1.368 2.250 2.335
H 1.269 0.580 1.723
H 1.812 0.066 -0.728
H 1.892 -1.896 -0.735
H -1.379 0.420 0.497
H -1.595 -0.872 -2.451
H 0.440 -1.686 0.924
H 0.684 -1.063 -3.256
H -1.755 -1.560 -0.009
H -1.799 2.819 1.070
H -0.156 3.146 2.454
```

Values from the calculation:
Largest force on an atom ... 11.91 eV/Å
Multiplicity ... 3
Charge ... +1
Energy above the lowest of the compared OMol25 structures with the same formula, charge and spin ... 43.7 kcal/mol
Total energy ... -646.8667 hartree
LUMO (alpha / beta) ... -3.13 / -8.63 eV
Frontier orbital gap (alpha / beta) ... 6.63 / 4.36 eV


No. 9
The following is a DFT calculation (ωB97M-V/def2-TZVPD) of one molecule with the formula C5H10N2S.

Geometry as XYZ:
```
18
C5H10N2S | the Open Molecules 2025 dataset | ωB97M-V/def2-TZVPD
C -3.984 -0.877 -0.464
C -3.177 -0.310 0.655
C -2.435 0.814 0.070
C -1.081 1.026 -0.124
N -0.130 0.034 0.129
C 1.063 0.396 -0.048
N 2.086 -0.477 -0.247
S 3.738 -0.207 0.153
H -4.674 -0.119 -0.820
H -3.350 -1.056 -1.303
H -4.706 -1.788 -0.340
H -4.026 0.066 1.397
H -2.562 -1.014 1.098
H -3.053 1.637 -0.163
H -0.753 2.087 -0.415
H 1.277 1.456 -0.431
H 1.818 -1.349 0.068
H 4.216 0.200 -1.240
```

Values from the calculation:
Largest force on an atom ... 3.52 eV/Å
Multiplicity ... 1
SMILES string ... CC/C=C\N=C\NS
Energy above the lowest of the compared OMol25 structures with the same formula, charge and spin ... 65.4 kcal/mol
Total energy ... -704.1196 hartree
LUMO ... 0.57 eV
Frontier orbital gap ... 8.71 eV


No. 10
The following is a DFT calculation (ωB97M-V/def2-TZVPD) of one molecule with the formula C5H10N2S.

Geometry as XYZ:
```
18
C5H10N2S | the Open Molecules 2025 dataset | ωB97M-V/def2-TZVPD
N 2.235 -1.647 -0.155
C 1.240 -0.574 -0.354
C 1.395 0.717 0.366
N 0.786 1.926 -0.236
C -0.627 1.476 -0.548
C -0.932 0.409 0.527
S -2.116 -0.842 -0.193
C 0.416 -0.259 0.895
H 3.024 -1.419 -0.710
H 1.870 -2.534 -0.738
H 0.782 -0.610 -1.318
H 2.369 0.971 0.792
H 0.863 2.610 0.473
H -1.341 2.294 -0.669
H -0.377 0.972 -1.569
H -1.458 0.812 1.458
H -2.464 -1.380 1.036
H 0.496 -0.816 1.764
```

Values from the calculation:
Largest force on an atom ... 3.66 eV/Å
Multiplicity ... 1
SMILES string ... N[C@@H]1[C@H]2NC[C@@H](S)[C@@H]12
Energy above the lowest of the compared OMol25 structures with the same formula, charge and spin ... 52.0 kcal/mol
Total energy ... -704.1409 hartree
LUMO ... 0.87 eV
Frontier orbital gap ... 9.61 eV


No. 11
The following is a DFT calculation (ωB97M-V/def2-TZVPD) of one molecule with the formula C5H10N2S.

Geometry as XYZ:
```
18
C5H10N2S | the Open Molecules 2025 dataset | ωB97M-V/def2-TZVPD
C 1.864 -1.674 0.628
N 1.230 -1.182 -0.624
N 0.110 -0.421 -0.344
C -1.065 -0.950 -0.077
S -2.455 -0.083 0.075
C 0.236 0.996 -0.411
C 1.619 1.683 -0.324
C 0.468 1.842 0.747
H 2.237 -0.764 1.204
H 1.157 -2.389 1.130
H 2.839 -2.088 0.298
H 1.865 -0.651 -1.210
H -1.002 -2.050 0.065
H -0.588 1.444 -1.036
H 1.815 2.464 -1.057
H 2.441 1.052 0.258
H 0.572 1.345 1.700
H -0.159 2.806 0.853
```

Values from the calculation:
Largest force on an atom ... 3.16 eV/Å
Multiplicity ... 1
SMILES string ... CNN(C=S)C1CC1
Energy above the lowest of the compared OMol25 structures with the same formula, charge and spin ... 79.3 kcal/mol
Total energy ... -704.0974 hartree
LUMO ... 0.80 eV
Frontier orbital gap ... 8.99 eV


No. 12
The following is a DFT calculation (ωB97M-V/def2-TZVPD) of one molecule with the formula C5H10N2S.

Geometry as XYZ:
```
18
C5H10N2S | the Open Molecules 2025 dataset | ωB97M-V/def2-TZVPD
C -2.734 0.366 0.342
C -2.006 -0.713 0.102
N -0.585 -0.768 -0.070
N -0.260 -2.092 -0.124
C 0.328 0.244 -0.242
S 0.051 1.893 -0.141
C 1.780 -0.252 -0.526
C 2.706 -0.242 0.742
H -3.730 0.060 0.656
H -2.441 1.448 0.311
H -2.598 -1.630 0.131
H 0.749 -2.215 0.237
H -0.192 -2.398 -1.090
H 1.708 -1.350 -0.837
H 2.344 0.240 -1.382
H 2.241 -0.826 1.547
H 2.960 0.862 1.060
H 3.624 -0.872 0.469
```

Values from the calculation:
Largest force on an atom ... 4.42 eV/Å
Multiplicity ... 1
SMILES string ... C=CN(N)C(=S)CC
Energy above the lowest of the compared OMol25 structures with the same formula, charge and spin ... 70.7 kcal/mol
Total energy ... -704.1112 hartree
LUMO ... 0.42 eV
Frontier orbital gap ... 8.63 eV


No. 13
The following is a DFT calculation (ωB97M-V/def2-TZVPD) of one molecule with the formula C5H10N2S.

Geometry as XYZ:
```
18
C5H10N2S | the Open Molecules 2025 dataset | ωB97M-V/def2-TZVPD
C -1.273 2.405 -0.236
N -0.236 1.766 0.163
N -0.225 0.428 -0.223
C 1.161 0.026 -0.361
C 1.926 -0.155 0.919
C -1.271 -0.419 -0.071
C -0.900 -1.857 -0.389
S -2.785 -0.150 0.538
H -1.244 3.491 -0.045
H -2.168 1.857 -0.628
H 1.265 -0.867 -1.030
H 1.731 0.779 -0.975
H 1.493 -0.968 1.490
H 2.951 -0.465 0.716
H 2.025 0.802 1.443
H -1.825 -2.435 -0.368
H -0.288 -2.265 0.381
H -0.337 -1.973 -1.324
```

Values from the calculation:
Largest force on an atom ... 2.94 eV/Å
Multiplicity ... 1
SMILES string ... C=NN(CC)C(C)=S
Energy above the lowest of the compared OMol25 structures with the same formula, charge and spin ... 50.8 kcal/mol
Total energy ... -704.1428 hartree
LUMO ... 0.54 eV
Frontier orbital gap ... 8.74 eV


No. 14
The following is a DFT calculation (ωB97M-V/def2-TZVPD) of a 2-piece molecular cluster, C5H10N2Si overall.

Geometry as XYZ:
```
18
C5H10N2Si | the Open Molecules 2025 dataset | ωB97M-V/def2-TZVPD
C 2.487 0.413 -1.962
C 2.946 0.736 -0.681
C 1.296 -0.277 -1.678
C -2.450 -1.299 0.050
C -1.201 1.107 1.777
N 2.024 0.341 0.285
N 1.034 -0.201 -0.403
Si -1.116 -0.728 1.237
H 2.848 0.669 -2.904
H 3.904 1.291 -0.366
H 0.499 -0.583 -2.343
H -3.146 -1.601 0.772
H -2.859 -0.440 -0.555
H -1.994 -1.973 -0.626
H -0.346 1.301 2.448
H -1.030 1.488 0.695
H -2.081 1.615 2.072
H -0.815 -1.861 2.183
```

Values from the calculation:
Largest force on an atom ... 4.15 eV/Å
Multiplicity ... 1
Energy above the lowest of the compared OMol25 structures with the same formula, charge and spin ... 91.6 kcal/mol
Total energy ... -595.4038 hartree
LUMO ... -0.70 eV
Frontier orbital gap ... 7.23 eV